Here is 3 unconnected molecules or ions with the total composition C27H52BIN4O12 from OMol25. Energies are from ωB97M-V/def2-TZVPD.

The geometry in XYZ format:
```
97
Properties=species:S:1:pos:R:3
H 4.60034 0.59380 2.05581
O 1.49209 2.07041 4.70028
H 0.04324 -0.26505 -0.70770
H -5.07224 1.87332 3.45545
H 2.18702 0.58294 -0.77151
H 5.94896 -0.57679 -0.26868
O -3.45184 4.11754 0.77134
O -0.35096 4.43444 1.09495
H -4.37248 4.29997 0.55201
H 1.23277 2.57121 1.48221
H -4.47101 3.06456 -2.03190
H -5.72285 -3.55101 -3.95123
H 1.43257 1.87222 -3.02126
C -3.24119 5.91640 -1.36478
H -1.89895 2.25918 -2.29061
H 5.65514 -6.29554 1.70479
H 5.67594 -4.61115 2.29626
C -3.90711 3.87447 -2.50348
H -3.00370 0.09633 4.68629
H -0.34162 -0.21569 2.83803
C -3.17361 0.98967 4.07999
H -4.27631 6.08109 -1.03226
C -4.76119 -5.96069 -3.57590
C 0.13136 0.71811 2.52331
H 2.00503 3.54066 -3.00873
C -4.58243 1.53425 4.37206
O 9.30380 -4.36377 1.07780
C 4.11571 -1.42139 0.45730
H 4.61315 -2.32748 0.10544
C -2.97656 0.60933 2.61011
H -3.09901 6.48628 -2.28724
H 0.24567 -1.05264 0.82643
H -3.43454 3.47875 -3.40843
H -2.19948 -0.71556 0.31850
C 2.68101 -1.38748 -0.07411
H -3.13062 -8.66689 -4.10311
C -6.39632 -4.31525 -3.56751
O 0.01648 4.62765 -1.79236
N 0.54256 2.32625 0.78125
C 10.05807 -3.17681 0.80566
N 0.43680 1.59199 4.68090
O 7.40449 -5.34404 1.39915
C 1.39718 2.81401 -2.46779
O 7.41798 -3.12356 0.99236
H -5.22016 0.78467 4.84093
H 4.52392 0.28663 -0.81326
B -2.70098 3.79292 -0.33278
H -2.57475 6.31817 -0.60187
C -3.79134 0.44399 -0.43073
H 2.09745 -2.15226 0.44860
H 5.54763 -4.93553 0.55394
C -3.20123 -7.67952 -3.65799
C 5.97694 -5.28088 1.49278
H -2.42792 1.73032 4.35349
H -1.89356 0.11363 -1.16728
H -0.38867 3.42150 -3.41893
N -2.92210 4.50594 -1.60578
H 1.82570 2.69025 -1.47439
H 11.09644 -3.49182 0.78576
H -0.51382 1.40059 -1.68766
C 4.97471 -0.20624 0.05090
C -0.02717 3.33973 -2.38750
H 2.45639 0.49671 0.95720
N -2.49117 1.73147 1.80031
H 6.23759 0.87742 1.47922
H 9.77118 -2.75459 -0.15545
C 1.99805 -0.02340 0.11332
H -7.39314 -4.17618 -3.97394
C -2.32638 0.24739 -0.17515
H 4.09311 -1.49158 1.54951
H -3.28878 2.26401 1.48034
O -4.39338 1.46034 -0.45930
C 7.98777 -4.17440 1.14144
O -5.97841 -5.61581 -3.99413
C -0.39506 3.33876 0.60756
H -6.42453 -4.26216 -2.48032
O -0.20420 1.79118 3.39178
H -0.46044 5.24379 -2.35017
H -2.32596 -0.25790 2.50486
C -1.00847 2.37154 -1.66798
C -1.50575 2.70986 -0.23282
H -3.12085 -7.74512 -2.57465
O -4.48874 -7.18066 -4.03674
H 2.68180 -1.66193 -1.13309
H -3.95878 0.27250 2.23537
H 1.21655 0.56620 2.58168
I -4.83128 -1.42455 -0.84633
H 4.89628 1.83406 0.85802
H 9.90082 -2.43719 1.58827
C -1.68541 1.40975 0.63753
H -4.54345 2.39674 5.03774
O -4.03195 -5.28488 -2.89623
H -2.41369 -7.03347 -4.04113
C 0.47810 -0.13015 0.28042
C 5.19379 0.83159 1.17008
C -0.16304 1.05400 1.04844
H -4.63298 4.62053 -2.83297
```

Summary:
* maximum force: 0.87 eV/Å
* HOMO: -8.67 eV
* molecular weight: 762.4 g mol⁻¹

Atomic partial charges in e from the Mulliken method, atoms 1 to 8: 0.316, -0.272, 0.484, 0.301, 0.029, 0.449, -0.630, -0.659